Entry 1:
Here is C21H37BCl2CsF6MgN8O23P2S3 as an isolated structure at a distorted geometry from the OMol25 dataset. Energies are from the ωB97M-V functional and the def2-TZVPD basis.

Results
- charge = +1
- electronic energy (Ha) = -6631.981194
- strongest force on any atom (eV/Å) = 12.251
- orbital gap (eV) = 1.2

Last column: Löwdin charge in e.
CARTESIAN COORDINATES (ANGSTROEM)
C -2.369 6.318 -2.609  -0.077
C -2.880 5.968 -1.100  -0.330
O -1.759 6.277 -0.199  -0.312
C -1.134 5.110 0.291  -0.209
N -0.959 3.803 -0.312  0.182
C -0.228 2.865 0.548  -0.239
N 0.133 1.594 0.357  -0.189
C -0.270 1.024 -1.001  -0.056
C -1.524 0.013 -0.898  -0.358
O -2.338 -0.024 0.051  0.079
O -1.694 -0.924 -1.986  0.014
P 0.980 0.474 1.444  0.985
C 2.827 1.012 1.628  -0.256
O 1.076 -1.128 0.776  -0.314
N 0.052 3.634 1.736  -0.102
P 0.890 3.389 3.273  0.687
O 2.385 3.807 3.069  -0.466
N -0.444 4.896 1.568  -0.448
Cl -0.404 6.288 2.569  0.753
H -3.127 6.021 -3.411  0.097
H -2.105 7.446 -2.633  0.084
H -1.371 5.759 -2.766  0.052
H -3.815 6.637 -0.862  -0.021
H -3.234 4.878 -1.068  0.145
H -0.378 1.827 -1.805  0.122
H 0.632 0.370 -1.328  0.131
H -0.824 -1.419 -2.080  0.095
H 3.525 0.138 1.397  0.058
H 3.051 1.970 1.044  0.056
H 2.942 1.262 2.750  0.014
H 1.705 -1.034 0.013  0.062
H 0.426 4.244 4.352  0.065
H 0.892 2.051 3.822  0.049
O -0.092 -2.977 -0.950  -0.059
H -1.046 -3.054 -0.809  0.043
H 0.289 -3.209 -0.095  0.040
C 1.418 -1.421 5.572  -0.258
S 2.726 -0.309 5.010  0.817
O 3.097 -0.720 3.619  -0.585
C 3.999 -0.943 6.122  -0.250
H 0.521 -1.228 4.981  0.039
H 1.726 -2.459 5.434  0.060
H 1.204 -1.229 6.625  0.058
H 4.146 -2.011 5.949  0.062
H 3.699 -0.767 7.157  0.059
H 4.930 -0.412 5.920  0.058
C 0.790 2.202 -4.640  -0.075
C -0.278 3.176 -4.395  -0.240
N -1.117 3.941 -4.203  0.152
H 1.288 2.389 -5.595  0.048
H 1.555 2.236 -3.860  0.076
H 0.403 1.179 -4.671  0.086
C 4.008 5.668 -6.379  -0.639
F 2.834 6.297 -6.182  0.137
F 4.828 6.560 -6.975  0.132
F 4.534 5.437 -5.154  0.113
S 3.833 4.136 -7.355  0.596
O 3.289 4.570 -8.625  -0.243
O 2.946 3.296 -6.564  -0.420
N 5.372 3.723 -7.352  -0.277
S 5.642 2.375 -8.128  0.655
O 5.478 2.415 -9.564  -0.183
O 5.140 1.134 -7.484  -0.414
C 7.448 2.320 -7.871  -0.639
F 7.774 2.294 -6.561  0.125
F 8.065 3.398 -8.389  0.151
F 8.020 1.239 -8.433  0.148
B -3.394 1.063 5.079  -0.864
O -4.637 1.847 5.154  0.285
C -5.643 0.975 5.199  -0.583
O -6.811 1.289 5.266  -0.042
C -5.124 -0.380 5.157  -0.644
O -5.784 -1.397 5.183  -0.245
O -3.796 -0.355 5.086  0.284
O -2.636 1.392 3.858  0.300
C -1.450 1.835 4.245  -0.276
O -0.564 2.198 3.474  -0.164
C -1.366 1.821 5.703  -0.368
O -0.415 2.165 6.359  0.195
O -2.511 1.366 6.212  0.265
C -2.115 -8.087 1.276  -0.028
C -1.574 -7.604 -0.055  -0.299
C -0.751 -6.315 0.053  -0.164
O -1.622 -5.195 0.240  -0.226
C -1.761 -4.785 1.601  -0.072
N -2.744 -7.314 -0.944  0.231
H -2.907 -7.444 1.664  0.085
H -2.539 -9.092 1.164  0.075
H -1.321 -8.145 2.026  0.101
H -0.991 -8.396 -0.531  0.166
H -0.243 -6.147 -0.904  0.131
H 0.025 -6.379 0.820  0.136
H -0.888 -5.034 2.207  0.099
H -2.654 -5.246 2.028  0.085
H -1.902 -3.702 1.615  0.090
H -3.480 -8.034 -0.902  0.165
H -2.458 -7.192 -1.920  0.179
H -3.145 -6.410 -0.654  0.163
N -4.148 -11.470 0.153  -0.653
O -4.523 -10.277 0.087  -0.130
O -4.979 -12.372 0.325  -0.035
O -2.937 -11.745 0.045  -0.086
Mg -3.116 7.850 0.369  0.632
Cl 4.463 1.442 -5.494  0.646
Cs -6.687 -0.515 6.973  1.839

Cartesian forces (eV/Å) of the 6 atoms listed first:
C 0.8250 0.3323 1.2495
C -1.1433 -1.3004 -4.1636
O 1.4525 -3.9425 1.5919
C 2.9164 -6.2084 1.5456
N 0.1530 1.0516 1.2046
C -1.4565 5.6112 1.5671

Entry 2:
Here is one molecule with the formula C5H11IS at a distorted geometry from the OMol25 dataset. Energies are from the ωB97M-V functional and the def2-TZVPD basis.

Results
- SMILES string = CC[C@@](C)(I)CS
- electronic energy (Ha) = -892.924589
- strongest force on any atom (eV/Å) = 6.697
- orbital gap (eV) = 9.8

Last column: Löwdin charge in e.
CARTESIAN COORDINATES (ANGSTROEM)
C 0.042 1.902 -1.225  -0.166
C -0.693 0.969 -0.287  -0.240
C -0.219 -0.795 -0.340  -0.889
C -1.043 -1.420 0.786  -0.183
I -0.692 -1.509 -2.336  0.820
C 1.270 -0.995 0.010  -0.608
S 1.751 -0.147 1.563  0.738
H -0.365 2.923 -0.990  0.078
H 1.178 2.119 -1.070  0.094
H -0.042 1.818 -2.324  0.055
H -1.759 0.754 -0.579  0.097
H -0.558 1.341 0.640  0.028
H -1.734 -0.738 1.212  0.054
H -0.289 -1.908 1.561  0.096
H -1.604 -2.313 0.381  0.066
H 1.911 -0.721 -0.749  0.022
H 1.277 -2.125 0.139  0.094
H 1.809 1.058 0.999  -0.155

Cartesian forces (eV/Å) of the 6 atoms listed first:
C 1.3177 2.2757 -0.4191
C 0.0660 -4.8630 -4.6046
C -0.1005 4.1025 1.3180
C 1.3200 -3.3763 -0.3288
I 0.2282 0.1554 0.5984
C -2.1728 -1.8936 1.0243